No. 1
{
  "formula": "C4H10S",
  "method": "the ωB97M-V functional and the def2-TZVPD basis",
  "de_lowest_kj_mol": 115.2,
  "fmax_ev_per_a": 3.74,
  "e_tot_ev": -15144.174,
  "gap_ev": 9.36,
  "smiles": "CCCSC",
  "species": ["C", "C", "C", "S", "C", "H", "H", "H", "H", "H", "H", "H", "H", "H", "H"],
  "coordinates": [[-2.125, -0.768, -0.453], [-1.322, -0.338, 0.825], [0.131, -0.733, 0.811], [1.350, -0.049, -0.363], [0.875, 1.712, -0.411], [-1.372, -0.474, -1.360], [-2.333, -1.876, -0.486], [-3.191, -0.199, -0.522], [-1.782, -0.751, 1.690], [-1.294, 0.863, 0.864], [0.217, -1.796, 0.650], [0.536, -0.470, 1.756], [1.669, 2.455, -0.603], [0.183, 1.606, -1.284], [0.404, 2.192, 0.471]]
}

=====

No. 2
{
  "formula": "C4H13N2OS",
  "method": "the ωB97M-V functional and the def2-TZVPD basis",
  "total_charge": -1,
  "de_lowest_kj_mol": 61.5,
  "fmax_ev_per_a": 1.75,
  "e_tot_ev": -20222.296,
  "gap_ev": 7.35,
  "species": ["C", "N", "C", "O", "H", "H", "H", "H", "H", "H", "H", "C", "C", "S", "N", "H", "H", "H", "H", "H", "H"],
  "coordinates": [[0.092, -3.017, -0.505], [0.832, -2.188, -1.492], [1.866, -1.363, -0.769], [2.187, -0.108, -1.360], [0.699, -3.902, -0.276], [-0.832, -3.306, -1.000], [-0.126, -2.431, 0.399], [0.230, -1.502, -1.922], [1.539, -1.165, 0.254], [2.772, -1.991, -0.707], [1.335, 0.398, -1.260], [-1.550, 2.571, 0.867], [-0.247, 2.137, 0.197], [-0.620, 0.506, -0.548], [-1.880, 1.634, 1.946], [-2.359, 2.528, 0.091], [-1.506, 3.582, 1.277], [0.522, 2.147, 0.960], [-0.058, 2.884, -0.588], [-1.315, 1.897, 2.768], [-1.581, 0.691, 1.666]]
}

=====

No. 3
{
  "formula": "C4H3FHgO5",
  "method": "the ωB97M-V functional and the def2-TZVPD basis",
  "total_charge": 1,
  "de_lowest_kj_mol": 11.0,
  "fmax_ev_per_a": 4.23,
  "spin_multiplicity": 2,
  "s_squared": 0.751,
  "e_tot_ev": -21316.283,
  "gap_ev": [9.09, 6.98],
  "species": ["O", "C", "O", "O", "C", "C", "O", "O", "C", "Hg", "F", "H", "H", "H"],
  "coordinates": [[3.587, -0.601, -0.693], [3.878, -1.691, -0.409], [4.200, -2.778, -0.201], [0.786, 1.261, -0.058], [-2.991, 0.558, 0.026], [-0.308, 0.787, -0.110], [-4.114, 0.412, -0.350], [-2.271, -0.429, 0.574], [-0.913, -0.172, 0.892], [2.641, 1.393, -1.161], [-1.066, 0.498, -1.360], [-2.225, 1.558, 0.140], [-0.835, 0.326, 1.871], [-0.369, -1.122, 0.839]]
}

=====

No. 4
{
  "formula": "C3H3BiO2",
  "method": "the ωB97M-V functional and the def2-TZVPD basis",
  "total_charge": 1,
  "fmax_ev_per_a": 4.47,
  "spin_multiplicity": 2,
  "s_squared": 0.758,
  "e_tot_ev": -13083.302,
  "gap_ev": [7.19, 7.65],
  "species": ["O", "Bi", "O", "C", "C", "C", "H", "H", "H"],
  "coordinates": [[-1.150, -0.255, 1.381], [-1.707, -2.247, 1.931], [-0.197, -0.804, -1.857], [-0.182, -0.238, -0.779], [-0.583, -0.921, 0.472], [0.780, 0.895, -0.355], [0.180, 1.760, -0.030], [1.388, 1.185, -1.220], [1.471, 0.626, 0.457]]
}

=====

No. 5
{
  "formula": "C5H7NOS",
  "method": "the ωB97M-V functional and the def2-TZVPD basis",
  "de_lowest_kj_mol": 294.3,
  "fmax_ev_per_a": 4.69,
  "e_tot_ev": -19668.553,
  "gap_ev": 9.31,
  "smiles": "C=CNC(=O)[C@H]1CS1",
  "species": ["C", "C", "N", "C", "O", "C", "C", "S", "H", "H", "H", "H", "H", "H", "H"],
  "coordinates": [[0.787, 2.671, -0.224], [0.114, 1.764, -0.906], [0.142, 0.360, -0.716], [0.784, -0.290, 0.372], [1.637, 0.333, 1.083], [0.202, -1.740, 0.444], [-1.331, -2.022, 0.706], [-0.672, -2.327, -0.962], [0.425, 3.833, -0.457], [1.502, 2.383, 0.546], [-0.494, 2.061, -1.705], [-0.737, -0.293, -1.111], [1.029, -2.533, 0.651], [-1.952, -1.161, 0.981], [-1.435, -3.038, 1.297]]
}

=====

No. 6
{
  "formula": "Cl2O4PS",
  "method": "the ωB97M-V functional and the def2-TZVPD basis",
  "total_charge": -1,
  "de_lowest_kj_mol": 76.6,
  "fmax_ev_per_a": 7.76,
  "e_tot_ev": -53361.999,
  "gap_ev": 9.35,
  "smiles": "O=P(Cl)(Cl)S(=O)(=O)[O-]",
  "species": ["O", "P", "Cl", "Cl", "S", "O", "O", "O"],
  "coordinates": [[1.910, -0.237, 1.680], [1.138, 0.054, 0.165], [1.551, -1.529, -0.919], [1.943, 1.741, -0.738], [-1.029, 0.026, -0.232], [-1.532, 1.001, 0.747], [-1.104, 0.492, -1.647], [-1.336, -1.356, 0.095]]
}

=====

No. 7
{
  "formula": "C19H20N4O5",
  "method": "the ωB97M-V functional and the def2-TZVPD basis",
  "de_lowest_kj_mol": 292.7,
  "fmax_ev_per_a": 1.19,
  "e_tot_ev": -36224.132,
  "gap_ev": 7.24,
  "smiles": "Cc1ccc(C)c(NC(=O)CCC(=O)NNC(=O)c2cccc([N+](=O)[O-])c2)c1",
  "species": ["C", "C", "C", "C", "C", "C", "C", "N", "C", "O", "C", "C", "C", "O", "N", "N", "C", "O", "C", "C", "C", "C", "C", "N", "O", "O", "C", "C", "H", "H", "H", "H", "H", "H", "H", "H", "H", "H", "H", "H", "H", "H", "H", "H", "H", "H", "H", "H"],
  "coordinates": [[0.245, 2.859, 5.839], [0.838, 2.179, 4.642], [1.864, 2.773, 3.922], [2.419, 2.124, 2.834], [1.976, 0.874, 2.429], [2.612, 0.192, 1.252], [0.936, 0.275, 3.155], [0.488, -0.989, 2.747], [-0.545, -1.725, 3.218], [-1.282, -1.422, 4.134], [-0.738, -3.035, 2.449], [-1.661, -2.817, 1.246], [-0.960, -2.111, 0.107], [0.240, -1.908, 0.033], [-1.787, -1.700, -0.877], [-1.269, -1.087, -2.013], [-2.061, -0.933, -3.100], [-3.230, -1.276, -3.078], [-1.411, -0.313, -4.287], [-2.024, -0.507, -5.525], [-1.490, 0.042, -6.678], [-0.338, 0.805, -6.610], [0.261, 1.009, -5.373], [1.460, 1.815, -5.289], [1.978, 1.932, -4.200], [1.871, 2.315, -6.312], [-0.261, 0.462, -4.210], [0.383, 0.930, 4.249], [0.847, 2.648, 6.723], [-0.765, 2.501, 6.025], [0.221, 3.938, 5.699], [2.233, 3.747, 4.210], [3.218, 2.599, 2.282], [3.320, 0.861, 0.770], [1.871, -0.108, 0.512], [3.154, -0.700, 1.570], [0.943, -1.347, 1.916], [-1.205, -3.747, 3.129], [0.220, -3.433, 2.112], [-2.536, -2.240, 1.550], [-2.009, -3.784, 0.871], [-2.782, -1.883, -0.945], [-0.263, -0.980, -1.973], [-2.928, -1.096, -5.557], [-1.973, -0.121, -7.628], [0.103, 1.249, -7.489], [0.233, 0.680, -3.275], [-0.414, 0.453, 4.795]]
}

=====

No. 8
{
  "formula": "C5H13O3P3",
  "method": "the ωB97M-V functional and the def2-TZVPD basis",
  "de_lowest_kj_mol": 25.8,
  "fmax_ev_per_a": 3.68,
  "e_tot_ev": -39405.464,
  "gap_ev": 9.31,
  "species": ["C", "C", "C", "C", "C", "O", "O", "O", "P", "P", "P", "H", "H", "H", "H", "H", "H", "H", "H", "H", "H", "H", "H", "H"],
  "coordinates": [[-0.936, -0.064, -1.069], [-0.136, 0.441, 1.312], [0.432, -2.460, 0.326], [-3.187, 0.188, 0.479], [2.332, 2.285, -0.484], [1.872, -0.463, -0.507], [-1.605, 2.459, 0.098], [3.558, 0.467, 1.181], [0.392, -0.680, 0.154], [-1.529, 1.001, 0.314], [2.997, 0.643, -0.183], [-0.543, 0.237, -2.022], [-1.612, -0.973, -1.239], [0.129, 0.304, 2.419], [0.496, -3.048, -0.619], [1.220, -2.420, 1.073], [-0.497, -2.708, 0.911], [-3.553, -0.115, 1.492], [-3.914, 0.878, 0.084], [-3.368, -0.639, -0.213], [2.414, 2.778, -1.371], [1.360, 2.067, -0.314], [2.558, 2.940, 0.347], [3.743, 0.289, -1.216]]
}